Formula: C21H38AsN3O5SW
Source: the Open Molecules 2025 dataset
Level of theory: ωB97M-V with the def2-TZVPD basis set

Geometry as ORCA input:
```
! wB97M-V def2-TZVPD RIJCOSX def2/J DEFGRID3
* xyz 2 3
W -0.123 -0.856 -0.095
C -3.377 -3.063 -2.722
N -2.572 -3.764 -1.703
C -3.063 -5.094 -1.286
C -1.567 -3.197 -1.123
O -1.126 -2.037 -1.490
C -0.823 -3.907 -0.016
O -0.112 -2.920 0.750
C -0.356 -2.781 2.226
C -0.987 -0.482 1.745
O -1.829 -0.490 0.597
N -0.979 0.730 2.435
C -2.298 1.219 2.858
C -0.008 0.735 3.532
H -4.391 -2.959 -2.340
H -3.391 -3.658 -3.632
H -2.957 -2.087 -2.925
H -3.629 -5.515 -2.112
H -3.714 -4.995 -0.418
H -2.238 -5.766 -1.069
H -0.086 -4.574 -0.461
H -1.490 -4.466 0.625
H 0.635 -2.533 2.584
H -0.679 -3.738 2.622
H -2.983 1.252 2.015
H -2.175 2.229 3.249
H -2.734 0.604 3.655
H 0.942 0.319 3.192
H -0.355 0.149 4.390
H 0.162 1.760 3.861
C 2.831 -2.987 -1.413
C 2.997 -1.628 -0.760
C 3.619 -0.626 -1.709
C 3.733 -1.710 0.562
O 1.616 -1.162 -0.439
H 3.773 -3.282 -1.877
H 2.070 -2.949 -2.194
H 2.561 -3.746 -0.676
H 4.661 -0.899 -1.872
H 3.595 0.383 -1.299
H 3.112 -0.633 -2.676
H 4.767 -2.003 0.384
H 3.274 -2.451 1.219
H 3.735 -0.743 1.067
C 0.925 1.989 -2.328
As 0.265 1.607 -0.563
C 1.740 2.121 0.569
C -1.074 2.985 -0.218
C -0.488 4.353 -0.360
C 0.023 5.008 0.758
C 0.579 6.272 0.639
C 0.632 6.892 -0.603
C 0.110 6.252 -1.720
C -0.448 4.989 -1.598
H 1.458 2.933 -2.292
H 0.088 2.064 -3.016
H 1.586 1.194 -2.659
H 2.063 3.112 0.263
H 2.554 1.411 0.468
H 1.406 2.147 1.602
H -1.419 2.789 0.793
H -1.894 2.811 -0.910
H -0.036 4.535 1.734
H 0.963 6.778 1.516
H 1.064 7.880 -0.697
H 0.129 6.743 -2.686
H -0.885 4.509 -2.468
O -3.200 -3.083 1.399
S -2.908 -2.231 2.576
N -1.276 -1.739 2.537
*
```

The orbital gap (alpha / beta) comes out at 0.265 / 0.242 Ha. For the highest occupied orbital energy (alpha / beta), the calculation gives -13.69 / -13.69 eV. The calculation puts the lowest unoccupied orbital energy (alpha / beta) at -0.2382 / -0.2613 Eh.

Atom charges from the Löwdin analysis, given in e for atoms 1 to 5: number 1, W, carries 1.6577; number 2, C, carries 0.0411; number 3, N, carries -0.0732; number 4, C, carries 0.0274; number 5, C, carries -0.3623